This record from the Open Molecules 2025 dataset describes one molecule with the formula C7H11N. The level of theory is ωB97M-V with the def2-TZVPD basis set.

Each line ends with the Löwdin charge.
Positions of all 19 atoms, in Å:
C  2.172  -0.641  0.138  -0.073
N  1.968  0.823  -0.366  -0.003
C  0.583  0.774  0.123  -0.279
C  -0.990  1.056  -0.028  -0.192
C  -1.421  0.027  -1.099  -0.086
C  -0.964  -1.009  0.052  -0.201
C  -1.488  0.009  0.979  -0.143
C  0.558  -0.737  -0.115  -0.190
H  2.354  -0.884  1.180  0.091
H  2.759  -1.228  -0.526  0.077
H  2.496  1.461  0.208  0.080
H  0.728  1.041  1.165  0.124
H  -1.263  2.124  -0.083  0.133
H  -0.847  0.155  -1.996  0.102
H  -2.469  0.060  -1.327  0.101
H  -1.282  -2.009  -0.131  0.119
H  -2.538  0.071  1.017  0.104
H  -1.024  -0.016  1.963  0.118
H  0.668  -1.076  -1.152  0.118

**E**: -8922.2890 eV
**Highest occupied orbital energy**: -8.59 eV

This record from the Open Molecules 2025 dataset describes one molecule with the formula C4H5NO2. The level of theory is ωB97M-V with the def2-TZVPD basis set.

Each line ends with the Löwdin charge.
Positions of all 12 atoms, in Å:
C  -2.325  0.803  0.365  -0.107
C  -0.439  -0.170  -0.603  -0.115
C  0.412  -1.169  -0.669  -0.130
O  1.702  -1.155  -0.146  -0.051
C  2.246  0.051  -0.019  -0.135
O  3.452  -0.189  0.479  0.046
N  -1.283  0.715  -0.650  0.044
H  -2.163  1.702  0.966  0.079
H  -3.283  0.911  -0.149  0.076
H  -2.354  -0.075  1.021  0.080
H  0.160  -2.100  -1.158  0.116
H  3.874  0.676  0.562  0.097

**E**: -9810.3091 eV
**Highest occupied orbital energy**: -8.72 eV

- Number 2 is which compound?
  C4H5NO2

- Look up the E of the first one.
  -8922.2890 eV